1.
C24H51NO7PPb | ωB97M-V/def2-TZVPD

Net charge: +1
2S+1: 1
Electronic energy: -56046.9783 eV
LUMO level: -7.3 eV
Maximum force: 7.2 eV/Å
HOMO-LUMO gap: 1.5 eV

Geometry as XYZ:
```
85
Properties=species:S:1:pos:R:3:forces:R:3
Pb -3.799 3.909 -7.653 0.485 0.266 -1.128
P -1.097 0.107 1.635 2.216 2.433 0.316
O -4.357 3.695 -5.639 -3.587 -3.525 5.154
O -2.830 0.473 1.774 0.677 0.715 -1.837
O -5.722 3.452 -3.566 3.016 -2.027 -3.741
O -0.761 1.657 0.833 -4.205 -2.154 -1.636
O -5.044 -2.351 -0.434 -1.649 1.642 0.691
O 8.537 1.703 1.587 1.833 -0.385 -2.013
O 0.670 0.098 1.818 -0.376 -0.468 1.738
N -0.911 4.021 0.372 -0.866 2.184 -1.513
C -6.142 -0.725 1.133 -0.350 -0.076 0.214
C 2.857 -2.208 -0.974 0.689 -0.060 -0.472
C -3.868 -0.138 -0.333 -0.691 -0.229 -0.637
C -4.891 3.202 -2.374 2.381 0.521 1.673
C 7.414 -0.200 0.308 -0.048 0.335 -0.210
C -4.712 -1.248 0.526 -1.195 -0.143 -0.031
C 2.289 -4.423 0.561 0.494 -1.406 -0.947
C -3.343 1.158 0.541 1.379 -1.362 1.392
C 0.872 -5.150 0.946 -0.150 -0.648 0.208
C 8.282 1.221 0.197 -0.921 -0.904 0.384
C -5.611 3.726 -0.959 -0.837 -1.046 -1.220
C 6.486 -0.482 -1.023 -0.402 1.346 0.466
C -5.731 2.492 0.114 -0.813 0.807 0.490
C -1.242 -1.776 2.067 -0.050 -3.336 -0.012
C -1.835 3.278 -0.615 0.555 1.298 0.346
C 4.368 -2.110 -0.328 -0.212 1.418 0.316
C -4.973 2.884 -4.734 0.565 2.739 -0.508
C 0.183 -2.602 1.781 -1.199 -0.185 -0.725
C 4.905 -0.549 -0.590 -0.236 -0.364 -0.439
C -0.235 -4.183 1.670 -1.113 0.522 -0.283
C -4.422 2.271 1.074 -0.431 0.305 0.040
C -1.914 1.716 -0.125 0.366 2.261 -1.534
C 2.219 -3.735 -0.954 0.064 1.186 -0.131
C 9.991 1.747 1.860 -0.218 -0.313 0.538
H -6.634 2.774 0.842 1.949 -0.598 -1.607
H 8.148 -1.114 0.430 -1.422 1.971 0.150
H -6.052 0.166 1.905 -0.065 -1.870 -1.727
H 4.663 0.119 0.368 0.722 -1.430 -2.110
H 5.142 -2.864 -0.816 -1.796 1.422 1.100
H -5.037 4.659 -0.542 -1.252 -1.833 -0.850
H -1.058 0.602 2.987 -0.436 -0.258 0.108
H -6.729 3.992 -1.283 2.511 -0.253 0.775
H 4.286 -0.093 -1.474 1.034 -0.908 1.617
H -4.126 -1.760 1.400 -0.859 1.300 -1.823
H 0.527 -2.260 0.703 -0.358 -0.593 2.486
H -4.791 1.955 2.162 0.947 0.442 -2.534
H -0.574 -4.537 2.742 0.894 0.437 -2.150
H -1.335 3.434 -1.676 -1.342 -0.867 1.945
H 0.989 -2.421 2.615 -1.625 -0.237 -1.860
H -4.882 1.718 -4.935 -0.452 2.501 0.942
H -3.884 3.819 -2.537 -2.155 -1.322 0.362
H -4.568 2.074 -2.323 -0.877 1.972 -0.013
H 10.576 2.157 0.931 -1.002 -0.810 1.813
H 2.716 -3.702 1.381 -1.125 -1.282 -1.660
H -6.899 -0.413 0.266 1.748 -0.548 1.733
H 7.635 2.067 -0.340 1.475 -1.937 0.985
H 2.819 -4.352 -1.765 -1.207 1.053 1.877
H 4.322 -2.216 0.858 0.184 -0.227 -2.663
H -3.935 3.350 1.226 -0.746 -2.506 -0.365
H 10.139 2.462 2.777 -0.249 -1.460 -1.815
H 10.326 0.644 2.147 -0.348 2.365 -0.663
H -0.094 4.445 -0.159 -1.329 -0.941 0.898
H -1.218 -4.237 0.995 2.015 0.172 1.500
H -1.131 -0.380 0.279 0.129 -0.381 0.126
H -2.965 -0.726 -0.847 -1.801 1.399 1.311
H -1.442 4.881 0.704 0.933 -1.469 -0.392
H -1.789 1.134 -1.153 0.232 0.612 2.332
H -1.637 -1.913 3.162 0.627 0.316 -2.078
H -6.659 -1.619 1.698 1.144 1.694 -1.095
H 3.093 -5.300 0.455 -1.698 1.904 0.391
H 2.963 -1.832 -2.102 -0.319 -0.940 2.324
H 6.702 -0.059 1.256 1.731 -0.539 -2.048
H 1.105 -3.652 -1.362 2.232 -0.297 1.034
H -2.000 -2.214 1.255 1.395 1.078 2.059
H -4.570 0.179 -1.245 1.424 -0.599 1.894
H 0.409 -5.592 -0.062 1.014 1.055 2.207
H -6.035 -2.250 -0.646 2.350 -0.260 0.480
H -2.848 3.862 -0.593 1.691 -1.477 -0.247
H 6.595 0.476 -1.726 -0.121 -2.170 1.320
H 1.005 -6.096 1.661 0.053 2.131 -1.576
H 9.278 0.970 -0.368 -1.860 0.835 0.983
H 2.185 -1.405 -0.439 1.199 -1.677 -0.845
H 0.912 0.027 2.798 -0.584 0.050 -2.098
H -6.084 1.549 -0.481 0.859 1.720 1.262
H 6.805 -1.439 -1.625 -0.633 1.911 1.252
```
Positions in Å, forces in eV/Å.

2.
C5H8 | ωB97M-V/def2-TZVPD

2S+1: 1
Electronic energy: -5307.6504 eV
LUMO level (spin up / spin down): 0.4 / 0.2 eV
Maximum force: 2.7 eV/Å
HOMO-LUMO gap (spin up / spin down): 9.4 / 7.5 eV

Geometry as XYZ:
```
13
Properties=species:S:1:pos:R:3:forces:R:3
C -0.553 -1.228 -0.352 -1.647 -0.304 0.677
C 1.868 -1.405 0.163 -0.407 2.436 1.057
C 1.618 -0.175 0.531 1.422 -0.669 -0.575
C -1.706 2.232 0.410 0.666 -1.747 -0.408
C 0.774 -0.825 -0.605 -0.172 0.696 -0.385
H 2.352 -2.307 0.164 1.287 -1.783 0.369
H -1.272 -1.337 -1.142 -0.149 0.013 -0.219
H -2.364 2.998 0.044 -0.289 0.075 0.204
H -2.082 1.244 0.803 0.268 1.482 -0.332
H -0.894 -1.398 0.660 0.035 -0.061 0.027
H 2.047 0.707 1.066 -0.897 -0.929 -0.558
H 0.929 -0.672 -1.659 0.507 0.622 -0.393
H -0.718 2.166 -0.085 -0.625 0.168 0.535
```
Positions in Å, forces in eV/Å.

3.
C29H67N10O26Si2 | ωB97M-V/def2-TZVPD

Net charge: -1
2S+1: 1
Electronic energy: -115013.7956 eV
LUMO level: 0.7 eV
Maximum force: 8.4 eV/Å
HOMO-LUMO gap: 5.2 eV

Geometry as XYZ:
```
134
Properties=species:S:1:pos:R:3:forces:R:3
Si 1.025 0.156 0.695 0.772 0.298 0.693
Si 2.868 2.107 -0.464 -0.918 0.474 1.441
O 3.356 -1.641 0.959 -5.974 2.779 2.340
O -2.136 3.111 5.725 -1.266 1.202 0.582
O 0.270 -4.115 -1.622 -0.087 -1.388 1.221
O 10.197 -8.807 0.428 0.471 0.573 1.564
O -9.104 -0.910 -3.685 -1.273 1.182 0.599
O -4.668 0.990 -1.672 -0.945 -1.172 -0.469
O 0.880 4.055 -0.686 -3.154 -0.329 -2.703
O -5.397 -0.941 -2.443 -0.765 2.020 0.819
O -4.261 5.337 9.446 -0.667 1.233 -1.013
O 8.997 -5.456 -3.041 0.450 0.668 1.462
O 10.641 -7.309 1.981 -0.203 -1.653 -0.823
O 7.447 -0.895 -0.776 -0.168 0.963 -2.497
O -4.770 0.933 4.086 0.768 0.363 -0.889
O -3.085 5.046 6.184 0.301 -1.599 -0.150
O -7.210 5.986 2.371 -0.207 -1.640 1.014
O -0.620 -5.482 -0.141 1.061 0.861 -0.959
O -10.053 1.025 -3.227 0.323 -1.666 -0.103
O -0.291 5.177 -2.514 0.058 -5.792 6.022
O 1.876 -1.567 2.898 0.438 2.410 -5.821
O 1.756 1.746 0.847 1.015 -1.533 -2.610
O -7.861 -0.990 2.479 -0.795 1.348 -1.137
O -3.685 1.543 2.269 -0.684 -0.689 1.773
O -9.039 0.051 0.935 0.920 -0.304 1.057
O 9.441 -3.958 -1.488 0.082 -1.771 -0.802
O -8.083 4.202 3.323 1.064 1.124 -0.431
O -5.439 6.378 7.902 1.143 -0.252 1.430
N 9.334 -5.119 -1.900 -0.185 0.828 -0.510
N 10.534 -8.470 1.569 -0.173 0.927 -0.500
N -8.226 0.020 1.867 -0.025 -0.994 0.103
N -10.016 -0.211 -3.228 0.731 0.460 -0.445
N 0.339 -4.958 -0.720 -0.797 0.209 -0.232
N -3.771 0.964 3.358 0.036 0.413 -0.785
N -7.142 4.959 3.055 -0.699 0.620 -0.524
N -5.563 0.194 -1.979 0.866 -0.438 -0.183
N -3.048 3.810 6.182 0.798 0.392 -0.364
N -4.626 6.347 8.834 -0.407 -0.937 -0.350
C 0.150 -0.424 -5.062 -0.369 -1.470 -0.005
C 0.561 -0.367 -1.098 -0.222 -1.445 -1.084
C -0.884 -1.179 -1.217 -0.136 1.038 -0.987
C -0.314 4.261 -1.525 0.188 4.156 -3.954
C 5.681 1.779 -1.029 -0.317 -1.249 1.150
C 7.907 0.384 -1.348 -0.118 1.221 -0.307
C 9.638 -6.213 -0.939 0.058 0.084 0.296
C -11.173 -0.928 -2.627 -0.300 0.044 0.174
C -5.810 4.595 3.609 0.348 0.123 -0.010
C 7.122 -1.882 -1.819 0.168 -1.744 -0.150
C 2.032 3.567 -1.478 0.589 0.836 -1.049
C 10.838 -9.564 2.530 0.091 -0.055 0.338
C -1.354 -0.986 -2.810 -0.539 -0.505 1.123
C -7.636 1.320 2.285 0.082 0.078 0.320
C -1.732 3.426 -1.260 -0.177 0.159 1.279
C -2.822 -1.770 -2.957 1.379 -0.095 -0.356
C -6.968 0.637 -1.775 -0.120 0.290 0.092
C 3.480 -0.442 -4.217 -0.542 0.548 -0.279
C -4.036 7.647 9.252 0.233 0.130 0.199
C 2.858 -0.422 -5.762 -2.069 -1.121 0.254
C 3.881 0.074 -6.958 0.296 -0.574 -0.310
C -4.205 3.093 6.784 -0.374 0.080 0.137
C 1.702 -5.377 -0.296 0.187 -0.128 0.244
C 7.237 1.656 -0.494 -0.088 -0.894 -1.166
C 4.672 2.506 0.088 1.353 0.698 -0.506
C 1.450 -0.885 -5.965 2.590 1.147 -0.036
C 2.145 -1.138 1.633 4.774 -4.481 2.557
C -2.566 0.238 3.841 0.405 -0.115 -0.132
C -0.245 -1.542 -3.886 -0.094 -0.072 -0.759
H -1.747 -0.665 -0.587 1.882 -1.001 -1.128
H 5.028 -0.032 -6.674 -2.471 0.053 -0.348
H -0.718 -2.481 -4.449 1.051 1.981 1.179
H 2.804 4.466 -1.600 -1.717 -1.786 -0.064
H 9.918 -5.773 0.020 -0.110 -0.053 -0.332
H -5.546 3.612 3.215 -0.077 0.053 0.136
H -2.550 -2.900 -3.195 -0.734 2.300 0.418
H 0.235 0.668 -4.623 0.184 -2.297 -0.843
H 3.318 -1.507 -3.703 0.084 2.447 -1.253
H 1.612 -6.119 0.501 -0.128 0.231 -0.218
H -10.793 -1.531 -1.800 -0.010 0.034 -0.232
H 3.740 1.227 -7.232 -0.039 -2.513 0.865
H 4.941 3.668 0.069 -0.761 -2.379 0.259
H 8.736 -6.820 -0.835 0.251 0.051 -0.148
H 3.734 -0.519 -7.969 0.088 1.105 2.036
H -1.497 0.193 -2.931 0.246 -2.491 0.061
H 11.663 -10.147 2.117 -0.255 0.050 -0.019
H 1.652 3.200 -2.545 0.973 0.895 2.202
H 7.543 0.559 -2.471 0.628 -0.713 2.261
H 0.757 -1.921 -3.413 -2.064 0.835 -0.599
H -0.785 -0.431 -5.803 2.127 0.234 1.439
H -11.615 -1.553 -3.405 0.207 0.026 0.159
H -3.342 7.471 10.077 -0.215 -0.088 -0.240
H -3.414 -1.739 -1.947 1.326 0.039 -2.210
H -4.928 3.829 7.144 0.294 -0.064 -0.054
H 5.598 2.262 -2.095 0.269 -0.651 2.090
H -1.888 3.174 -0.107 0.709 0.514 -2.460
H 7.848 2.637 -0.758 -1.218 -2.009 0.773
H -7.464 0.618 -2.748 0.095 -0.129 0.217
H -11.896 -0.192 -2.267 0.291 -0.102 -0.129
H 2.201 -5.806 -1.167 -0.089 0.228 0.087
H 11.118 -9.124 3.490 -0.101 0.005 -0.317
H -3.512 8.065 8.390 -0.224 -0.064 0.098
H 1.394 -1.141 -1.460 -1.600 1.861 0.701
H 5.272 0.665 -1.145 1.001 2.297 0.245
H 6.651 -1.434 -2.794 0.926 -0.521 1.915
H -3.451 -1.292 -3.838 1.256 -1.190 1.919
H -3.825 2.490 7.611 -0.030 0.040 -0.245
H -8.456 1.967 2.603 0.150 -0.114 -0.246
H -0.816 -2.308 -0.918 -0.050 2.299 -0.640
H 10.463 -6.796 -1.352 -0.305 0.048 0.007
H 9.936 -10.171 2.634 0.202 0.061 -0.151
H -2.275 0.681 4.796 -0.163 -0.089 -0.132
H 9.084 0.438 -1.390 -2.170 -0.189 0.337
H -4.856 8.294 9.570 0.118 -0.105 -0.204
H 1.212 -1.634 -6.864 0.446 2.490 1.452
H -2.839 -0.813 3.957 -0.030 0.218 0.059
H 4.849 2.093 1.170 -0.154 0.659 -2.114
H -2.688 4.066 -1.562 2.498 -1.176 0.335
H 7.269 1.384 0.647 -0.081 0.721 -2.254
H 8.094 -2.519 -2.078 -2.180 1.700 0.279
H -7.112 1.737 1.423 -0.186 -0.032 0.088
H 6.344 -2.680 -1.395 1.576 2.026 -0.601
H 2.914 0.397 -3.584 1.479 -1.904 -1.097
H -6.964 1.649 -1.365 0.124 -0.252 -0.114
H -1.767 0.350 3.104 -0.238 0.009 0.117
H 4.658 -0.281 -4.213 -2.625 0.008 -0.123
H -1.778 2.402 -1.827 0.438 2.047 0.937
H 2.972 0.993 -1.438 -0.057 -0.008 0.251
H -5.900 4.576 4.697 -0.058 -0.077 -0.196
H -5.081 5.345 3.296 -0.280 -0.153 0.040
H -0.233 0.211 1.484 -0.039 0.250 -0.096
H -6.942 1.144 3.110 -0.164 -0.072 -0.270
H 2.224 -4.488 0.063 -0.008 0.030 -0.125
H -4.646 2.468 6.005 0.217 -0.064 0.119
H -7.435 -0.060 -1.077 0.037 0.023 -0.241
H 0.500 0.507 -1.876 0.275 -1.455 1.469
```
Positions in Å, forces in eV/Å.